{
  "formula": "C10H30BBaF4N6O4",
  "method": "the ωB97M-V functional and the def2-TZVPD basis",
  "lumo_energy_ev": -2.5,
  "total_charge": 1,
  "total_energy_ev": -40233.919,
  "elements": ["Ba", "B", "F", "F", "F", "F", "C", "O", "N", "N", "H", "H", "H", "H", "C", "O", "N", "N", "H", "H", "H", "H", "C", "C", "C", "O", "C", "N", "H", "H", "H", "H", "H", "H", "H", "H", "H", "H", "H", "C", "C", "C", "O", "C", "N", "H", "H", "H", "H", "H", "H", "H", "H", "H", "H", "H"],
  "positions_angstrom": [[-0.415860, 0.130516, 0.559248], [-1.672430, 0.083247, 3.527024], [-2.326543, -0.732871, 2.575104], [-0.362201, -0.441030, 3.722010], [-1.514048, 1.369273, 2.911856], [-2.360103, 0.165462, 4.703582], [-3.961375, 1.557397, -0.754536], [-2.920935, 1.070405, -0.315880], [-5.143631, 0.877139, -0.711495], [-3.997302, 2.794118, -1.330354], [-5.964255, 1.318047, -1.091376], [-5.257723, 0.138399, -0.040165], [-3.172030, 3.361974, -1.309132], [-4.876197, 3.232083, -1.544717], [-2.748254, -2.450925, -1.122742], [-1.820440, -1.777760, -0.660806], [-2.747648, -3.806317, -1.016775], [-3.822426, -1.876306, -1.728417], [-3.382778, -4.372779, -1.548560], [-1.973407, -4.212803, -0.525576], [-4.524008, -2.467724, -2.134972], [-3.763056, -0.898977, -1.944759], [0.119950, 0.878651, -4.183097], [0.108407, 0.240401, -2.812657], [1.028089, -0.964893, -2.665612], [0.958557, -1.458231, -1.336729], [1.389053, -2.811215, -1.300979], [0.464827, 1.215775, -1.741396], [1.088847, 1.254471, -4.524686], [-0.530665, 1.758734, -4.209316], [-0.252578, 0.196474, -4.950751], [-0.889545, -0.166378, -2.613415], [2.069227, -0.753759, -2.939788], [0.656414, -1.729089, -3.360110], [2.323828, -2.921914, -1.853271], [0.653545, -3.442868, -1.824513], [1.427949, -3.154424, -0.272821], [1.450387, 1.442074, -1.896550], [0.055404, 2.103616, -2.043658], [3.004986, -0.754676, 1.615471], [2.260739, 0.457253, 2.148163], [2.991359, 1.095888, 3.314638], [4.283657, 1.434660, 2.910456], [5.048469, 1.972070, 3.981979], [2.036055, 1.449455, 1.051398], [2.503622, -1.229685, 0.772052], [3.238327, -1.471844, 2.399302], [3.979608, -0.385863, 1.275765], [1.250866, 0.195562, 2.462721], [2.925998, 0.441710, 4.193072], [2.447907, 2.017973, 3.597755], [4.564736, 2.871128, 4.379304], [6.030812, 2.227157, 3.596551], [5.161067, 1.243135, 4.789427], [2.131392, 2.360806, 1.483887], [2.745360, 1.327255, 0.338873]],
  "forces_ev_per_a": [[-1.352, -0.309, 0.812], [-0.070, 0.082, 0.707], [0.153, -0.097, -0.397], [-0.080, 0.016, -0.390], [0.258, -0.069, -0.369], [0.042, 0.025, -0.197], [0.021, 0.256, 0.346], [0.384, 0.035, -0.118], [0.057, 0.438, -0.467], [-0.316, -0.465, -0.109], [-0.109, -0.135, 0.244], [0.133, -0.050, 0.025], [0.052, -0.019, 0.060], [0.110, 0.112, 0.035], [0.049, 0.017, 0.169], [-0.041, -0.125, -0.097], [-0.122, 0.547, -0.164], [0.495, -0.626, 0.152], [0.056, -0.168, 0.158], [-0.050, -0.179, -0.037], [-0.152, 0.279, -0.140], [-0.181, 0.057, 0.025], [-0.134, 0.152, -0.667], [0.392, -0.139, 0.489], [-0.362, 0.002, -0.528], [0.297, 0.145, -0.096], [-0.655, -0.363, -0.546], [0.192, 0.753, -1.426], [0.173, -0.281, 0.296], [-0.135, -0.167, 0.143], [0.046, -0.022, 0.052], [-0.085, 0.326, 0.142], [0.009, 0.145, 0.062], [0.114, -0.043, 0.042], [0.260, -0.040, 0.412], [0.040, 0.143, 0.106], [0.327, 0.123, 0.092], [0.059, -0.296, 0.354], [-0.321, -0.110, 0.373], [0.607, 0.458, -0.031], [-0.075, 0.238, -0.548], [-0.947, 0.439, 0.132], [0.421, -0.221, 0.205], [-0.137, 0.018, -0.061], [0.059, -0.497, 0.354], [-0.055, -0.104, 0.042], [-0.335, -0.137, 0.019], [-0.098, -0.167, -0.162], [0.304, -0.257, 0.881], [0.387, -0.114, -0.060], [-0.003, -0.157, 0.045], [0.058, -0.011, 0.017], [-0.003, 0.015, -0.071], [-0.035, -0.014, -0.008], [0.089, 0.211, -0.438], [0.209, 0.348, 0.137]],
  "mulliken_charge": [1.914, 0.374, -0.338, -0.370, -0.406, -0.282, 0.504, -0.562, -0.396, -0.426, 0.163, 0.282, 0.213, 0.170, 0.472, -0.303, -0.453, -0.409, 0.186, 0.227, 0.168, 0.199, -1.683, 0.993, -1.017, 0.094, -1.084, -0.403, 0.384, 0.455, 0.406, -0.404, 0.387, 0.479, 0.381, 0.320, 0.320, 0.211, 0.215, -1.182, 1.497, -1.249, -0.298, -0.784, -0.447, -0.012, 0.460, 0.484, -0.717, 0.523, 0.487, 0.308, 0.250, 0.325, 0.168, 0.203]
}

{
  "formula": "C38H72Br22F13NO3PS3",
  "method": "the ωB97M-V functional and the def2-TZVPD basis",
  "lumo_energy_ev": 0.2,
  "total_charge": -1,
  "total_energy_ev": -1666252.248,
  "elements": ["C", "C", "S", "C", "P", "O", "S", "C", "C", "C", "O", "C", "C", "C", "C", "F", "F", "C", "F", "F", "C", "F", "F", "C", "F", "F", "S", "F", "F", "F", "F", "F", "N", "C", "C", "C", "O", "H", "H", "H", "H", "H", "H", "H", "H", "H", "H", "H", "H", "H", "H", "H", "H", "H", "H", "H", "H", "H", "H", "H", "H", "H", "H", "H", "H", "Br", "C", "C", "Br", "H", "H", "H", "H", "Br", "C", "C", "Br", "H", "H", "H", "H", "Br", "C", "C", "Br", "H", "H", "H", "H", "Br", "C", "C", "Br", "H", "H", "H", "H", "Br", "C", "C", "Br", "H", "H", "H", "H", "Br", "C", "C", "Br", "H", "H", "H", "H", "Br", "C", "C", "Br", "H", "H", "H", "H", "Br", "C", "C", "Br", "H", "H", "H", "H", "Br", "C", "C", "Br", "H", "H", "H", "H", "Br", "C", "C", "Br", "H", "H", "H", "H", "Br", "C", "C", "Br", "H", "H", "H", "H"],
  "positions_angstrom": [[4.306904, -3.957086, 3.980605], [5.468497, -3.104910, 3.262361], [4.809169, -1.892914, 1.992171], [4.951552, -2.712497, 0.328008], [3.281526, -2.780144, -0.703454], [2.732758, -1.469802, 0.301090], [2.540250, -4.079784, 0.954234], [3.922653, -1.470351, -1.963289], [3.841820, 0.065683, -1.520866], [5.043357, 0.521659, -0.450281], [5.694277, 1.822783, -0.898237], [6.741543, 2.168319, 0.047920], [1.585507, -2.972311, -1.594997], [0.617556, -1.729573, -1.609106], [-0.707544, -1.886718, -0.699549], [-1.330210, -3.089024, -1.175971], [-0.438687, -1.913066, 0.680816], [-1.757517, -0.699691, -0.936714], [-1.226456, 0.478471, -0.400318], [-1.942711, -0.436860, -2.324790], [-3.249799, -1.038876, -0.395145], [-3.270093, -2.019162, 0.597972], [-3.863614, -1.678960, -1.516198], [-4.158336, 0.237916, -0.122683], [-3.871588, 1.323381, -0.978081], [-5.482377, -0.136139, -0.478646], [-4.239235, 0.885057, 1.622002], [-5.017348, -0.446786, 2.214666], [-5.767285, 1.532440, 1.293295], [-3.625519, 2.368921, 1.114003], [-2.738210, 0.358280, 2.039859], [-4.369284, 1.557420, 3.135508], [4.015977, -4.165735, -1.542642], [4.311650, -4.099400, -2.963054], [3.583126, -5.503047, -1.208159], [2.236668, -6.246178, -1.690248], [4.382213, -6.250114, -0.573091], [4.170557, -4.939430, 3.403263], [3.331014, -3.378847, 3.792273], [4.490152, -4.113264, 5.091048], [6.060602, -2.551042, 4.056766], [6.161479, -3.824570, 2.716272], [5.173210, -3.819692, 0.559803], [5.830344, -2.358976, -0.299496], [2.053887, -1.752851, 0.936277], [1.211692, -3.791193, 1.196800], [3.290269, -1.527883, -2.925057], [5.042017, -1.596970, -2.191888], [2.829056, 0.481036, -1.275087], [4.140171, 0.635164, -2.472901], [4.574497, 0.731760, 0.576266], [5.888660, -0.225999, -0.394555], [7.141837, 1.272390, 0.621676], [7.647211, 2.654393, -0.456523], [6.295274, 2.974337, 0.730885], [1.049439, -3.804484, -1.010647], [1.653490, -3.383208, -2.656408], [0.175478, -1.657000, -2.672208], [1.031225, -0.703519, -1.400308], [4.482137, -5.169605, -3.355567], [3.566502, -3.629297, -3.677045], [5.319121, -3.575711, -3.156855], [1.680372, -5.689885, -2.504553], [2.520028, -7.314692, -1.958293], [1.596756, -6.326967, -0.741459], [2.286560, 4.046090, 1.753174], [2.847157, 4.866789, 0.074771], [2.572856, 3.960191, -1.096107], [3.905590, 2.513876, -1.192647], [3.901553, 5.123069, 0.182670], [2.260643, 5.784026, -0.001133], [2.673381, 4.505755, -2.037193], [1.586397, 3.492472, -1.057624], [-10.514506, 4.697168, 0.023093], [-9.429031, 3.465643, 1.074551], [-8.827144, 2.388826, 0.208172], [-10.150832, 1.036846, -0.262042], [-10.067270, 3.075739, 1.866073], [-8.646459, 4.084273, 1.516223], [-8.051067, 1.848740, 0.750814], [-8.413996, 2.767099, -0.725907], [5.693617, -1.414264, 6.728758], [6.816684, -2.629372, 7.756513], [7.413348, -3.699046, 6.876577], [6.092928, -5.063769, 6.438632], [6.200667, -3.027751, 8.561788], [7.600147, -2.000189, 8.181783], [8.208388, -4.229845, 7.402244], [7.801047, -3.316475, 5.932910], [6.058679, -4.116676, -7.387177], [4.381137, -4.261733, -8.371267], [3.197054, -3.928359, -7.499144], [2.769551, -5.400143, -6.295662], [4.340559, -5.269008, -8.783385], [4.470906, -3.542940, -9.187235], [2.301039, -3.789583, -8.105652], [3.351898, -3.044952, -6.880249], [1.151855, -4.411168, 6.402365], [-0.286516, -5.241202, 5.381395], [0.104436, -6.616501, 4.900398], [1.312708, -6.516425, 3.374477], [-0.537645, -4.557178, 4.571709], [-1.127136, -5.301823, 6.074537], [-0.769501, -7.157815, 4.534954], [0.603324, -7.213879, 5.662699], [-12.767794, 7.048651, -2.935693], [-13.434250, 7.108370, -1.104938], [-14.169520, 8.395601, -0.831270], [-12.928503, 9.876525, -0.573504], [-12.578271, 6.953129, -0.449214], [-14.110124, 6.255969, -1.021429], [-14.726956, 8.327568, 0.101660], [-14.847735, 8.685281, -1.633364], [8.545593, -3.756488, -4.115615], [10.182801, -4.558579, -4.800736], [9.893043, -5.818951, -5.576856], [9.499537, -7.310380, -4.385188], [10.839850, -4.719020, -3.947034], [10.619261, -3.799362, -5.451984], [10.771742, -6.132423, -6.142447], [9.045670, -5.722124, -6.254809], [-18.644325, 8.254210, -2.659687], [-17.565558, 6.638134, -2.510248], [-17.867154, 5.893835, -1.233614], [-17.034202, 6.757382, 0.303167], [-16.523018, 6.942626, -2.595943], [-17.835861, 6.035377, -3.378263], [-17.437404, 4.891697, -1.263173], [-18.932165, 5.820842, -1.017664], [3.265770, -0.912822, 10.093199], [1.780515, -0.072776, 9.150658], [2.143352, 0.238069, 7.720167], [3.284767, 1.814580, 7.606512], [1.497525, 0.808477, 9.724572], [0.970859, -0.802924, 9.190948], [1.252241, 0.491411, 7.144500], [2.672567, -0.574208, 7.222657], [9.506143, 0.029236, -4.634773], [7.874329, 1.076031, -4.825779], [7.446312, 1.672727, -3.507572], [6.618383, 0.341256, -2.351843], [7.126484, 0.417530, -5.265182], [8.123566, 1.863742, -5.539619], [6.675466, 2.431080, -3.663596], [8.270906, 2.109607, -2.944311], [-9.351407, 8.513856, 0.701922], [-8.779086, 10.356069, 0.974311], [-8.110632, 10.910139, -0.258615], [-6.293842, 10.229255, -0.445956], [-8.136254, 10.362829, 1.853380], [-9.694567, 10.907627, 1.194609], [-8.001101, 11.992753, -0.182308], [-8.637623, 10.666897, -1.180383]],
  "forces_ev_per_a": [[-0.675, 0.625, -1.183], [0.134, -1.150, 0.146], [0.835, -0.373, 0.269], [0.649, -2.044, 0.802], [0.697, 2.653, 0.593], [-1.346, 0.623, -0.571], [-0.884, -1.729, 1.520], [0.257, 1.058, -0.257], [1.456, -1.054, -1.296], [-1.485, -0.780, 1.217], [4.607, -3.166, 4.529], [0.160, 1.124, 0.515], [-1.538, -0.869, 0.307], [-1.672, 0.580, -0.796], [1.213, -0.385, -1.596], [0.557, 1.949, 1.686], [-0.827, -0.407, -2.166], [0.268, 0.709, -0.828], [-1.143, -1.946, -0.551], [0.596, -0.547, 2.654], [0.074, -2.068, -1.917], [0.025, 2.490, -1.324], [0.928, 1.294, 2.197], [-2.360, 0.262, -2.936], [-0.167, -2.907, 1.780], [2.734, 0.577, 1.080], [-1.193, 3.368, 3.039], [1.693, 1.464, -1.153], [2.055, -0.860, 0.430], [-0.467, -2.472, 1.107], [-2.312, 0.404, -0.933], [0.258, -1.128, -2.070], [-1.248, -1.342, -1.056], [1.457, -0.794, -1.748], [2.017, -2.978, 1.613], [0.386, 0.427, 0.770], [-2.427, 2.257, -1.878], [0.219, 1.282, 1.119], [1.328, -0.886, 0.531], [-0.568, 0.367, -2.006], [-0.656, -0.427, -1.172], [-0.675, 0.993, 0.753], [-0.125, 1.626, -0.332], [-0.991, -0.220, 0.830], [0.665, 0.128, -0.304], [0.876, 0.033, -0.518], [1.163, 0.033, 1.207], [-1.886, -0.353, -0.038], [1.210, -1.329, 0.227], [-0.628, -1.259, 1.247], [0.861, -0.493, -1.445], [-1.475, 0.616, 0.562], [-0.824, 1.062, -0.632], [-1.420, -0.736, 0.203], [0.629, -1.237, -0.543], [0.754, 1.206, -1.056], [0.152, 0.719, 1.243], [0.479, -0.037, 1.592], [-0.012, -1.292, 0.052], [-0.273, 1.483, 0.505], [0.444, -0.393, 0.972], [-1.456, -0.635, 0.333], [0.644, -0.800, 0.916], [-0.294, 1.502, 0.053], [0.816, 0.316, -1.451], [0.109, -0.005, 0.033], [-0.326, 0.136, -0.143], [-0.721, -0.641, -0.650], [-5.764, 8.972, -0.084], [-0.070, -0.169, -0.047], [0.058, -0.064, 0.065], [-0.093, 0.135, 0.137], [-0.123, 0.467, 0.123], [-0.062, -0.025, 0.018], [0.139, 0.252, -0.001], [0.006, -0.276, 0.107], [0.038, 0.075, -0.062], [0.080, -0.035, -0.154], [-0.028, -0.092, -0.077], [-0.092, 0.108, -0.014], [-0.093, 0.033, 0.146], [-0.014, -0.049, 0.113], [0.044, 0.326, -0.061], [0.002, -0.352, 0.145], [0.703, -0.251, 0.555], [0.077, -0.045, -0.145], [-0.027, -0.094, -0.061], [-0.056, 0.113, 0.006], [-0.123, 0.038, 0.124], [-0.087, -0.070, 0.021], [0.263, 0.229, -0.081], [-0.248, -0.212, 0.039], [0.035, 0.112, -0.010], [-0.080, 0.108, 0.119], [-0.078, -0.045, 0.086], [0.125, 0.001, -0.008], [0.086, -0.125, -0.093], [-0.021, 0.039, -0.082], [-0.062, 0.014, 0.316], [0.063, -0.138, -0.410], [-0.040, 0.052, 0.139], [0.106, -0.152, 0.022], [0.066, -0.040, -0.076], [0.005, 0.108, 0.098], [-0.095, 0.174, -0.003], [0.033, -0.001, 0.081], [-0.113, -0.160, -0.188], [0.151, 0.134, 0.277], [-0.076, 0.044, -0.114], [-0.113, 0.116, -0.044], [0.021, 0.119, 0.059], [0.114, -0.020, -0.123], [0.100, -0.078, 0.070], [0.072, -0.110, 0.041], [-0.232, 0.326, -0.077], [0.222, -0.240, 0.040], [-0.059, 0.062, -0.089], [-0.089, -0.095, -0.127], [-0.020, -0.117, 0.001], [-0.052, 0.076, 0.056], [0.071, 0.078, 0.145], [0.134, -0.014, 0.029], [-0.250, 0.041, -0.182], [0.230, -0.140, 0.101], [-0.247, -0.107, 0.013], [-0.104, -0.084, 0.070], [0.038, 0.003, 0.124], [-0.018, 0.101, -0.052], [0.130, 0.087, -0.092], [-0.043, 0.089, 0.065], [-0.028, -0.283, 0.016], [-0.061, 0.246, -0.119], [0.003, -0.123, -0.006], [0.089, -0.058, -0.139], [0.083, 0.057, -0.080], [0.047, -0.052, 0.099], [-0.049, 0.057, 0.148], [-0.032, 0.014, -0.044], [0.237, 0.285, -0.150], [-0.350, -0.335, 0.231], [4.125, -2.496, -5.050], [0.045, 0.054, 0.191], [-0.011, -0.057, 0.061], [0.051, -0.034, -0.027], [-0.004, -0.043, -0.208], [0.124, -0.021, 0.079], [-0.340, -0.120, -0.037], [0.260, 0.169, 0.034], [-0.105, -0.007, -0.057], [0.000, 0.027, -0.177], [0.093, -0.001, -0.070], [-0.049, -0.097, 0.045], [0.005, -0.042, 0.180]],
  "mulliken_charge": [-0.012, -0.246, -0.084, -1.520, 1.242, -0.932, -0.050, -0.775, -1.262, -1.351, -0.200, -0.714, -0.528, -0.506, 0.713, -0.361, -0.278, 0.634, -0.322, -0.338, 0.495, -0.244, -0.317, 0.763, -0.235, -0.275, 1.188, -0.286, -0.327, -0.324, -0.270, -0.298, 0.263, -0.335, 0.285, -0.938, -0.662, 0.101, 0.105, -0.196, 0.150, 0.285, 0.805, 0.372, 0.243, 0.167, 0.131, -0.206, 0.417, 1.089, 0.702, 0.595, 0.264, 0.189, 0.197, 0.303, 0.253, 0.474, -0.328, 0.425, 0.015, -0.105, 0.188, 0.416, 0.159, -0.188, -0.563, -0.783, 0.120, 0.320, 0.394, 0.375, 0.282, -0.125, -0.544, -0.336, -0.143, 0.401, 0.353, 0.021, 0.432, -0.096, -0.609, -0.595, -0.103, 0.355, 0.366, 0.371, 0.357, -0.110, -0.581, -0.607, -0.124, 0.374, 0.333, 0.370, 0.343, -0.133, -0.542, -0.594, -0.086, 0.304, 0.336, 0.333, 0.352, -0.125, -0.466, -0.560, -0.147, 0.314, 0.270, 0.271, 0.360, -0.052, -0.631, -0.424, -0.138, 0.389, 0.308, 0.341, 0.213, -0.112, -0.393, -0.607, -0.124, 0.149, 0.362, 0.348, 0.413, -0.141, -0.556, -0.410, -0.131, 0.387, 0.348, 0.351, 0.137, -0.178, -0.566, -0.868, 0.302, 0.343, 0.405, 0.393, 0.379, -0.083, -0.588, -0.577, -0.134, 0.379, 0.303, 0.351, 0.359]
}